Formula: C5H11NO
Source: the Open Molecules 2025 dataset
Level of theory: ωB97M-V with the def2-TZVPD basis set

Properties
Kohn-Sham gap in eV: 10.3
E_LUMO in Eh: 0.03511
Energy above the lowest of the compared OMol25 structures with the same formula, charge and spin in kcal/mol: 42.3
SMILES: CC(C)=O.C=NC

Structure (XYZ):
```
18
C5H11NO, DFT ωB97M-V with the def2-TZVPD basis set
C -0.68 0.79 -1.66
H 1.92 -0.44 -0.23
H -1.71 0.45 -1.81
C 1.71 -0.12 -1.26
H -2.21 -0.71 1.82
H 0.50 -0.33 3.13
H -0.62 1.43 -0.77
H -0.34 1.38 -2.52
N -0.19 -0.56 1.27
C 0.24 -0.38 -1.53
H 0.95 1.00 2.03
H -1.63 -1.55 0.26
H -0.75 0.93 2.71
C 0.12 0.35 2.36
O -0.18 -1.52 -1.63
H 1.91 0.96 -1.37
H 2.31 -0.71 -1.95
C -1.38 -0.97 1.15
```

Atom charges from the Mulliken analysis, given in e for atoms 1 to 4:
1. C -1.23
2. H 0.24
3. H 0.31
4. C -1.02

---

Formula: C46H42ClO5P2S2Zr
Source: the Open Molecules 2025 dataset
Level of theory: ωB97M-V with the def2-TZVPD basis set

Properties
Kohn-Sham gap in eV: 6.6
E_LUMO in Eh: -0.10217
Energy above the lowest of the compared OMol25 structures with the same formula, charge and spin in kcal/mol: 11.9
Net charge: +1

Structure (XYZ):
```
99
C46H42ClO5P2S2Zr, DFT ωB97M-V with the def2-TZVPD basis set
H -0.15 -5.74 0.51
H -1.73 -3.44 -0.64
H 3.59 -3.28 -1.60
O -0.35 1.90 -0.33
H -0.29 5.98 1.19
C -0.74 3.74 4.56
H -3.54 -0.93 -3.65
H 3.71 -1.23 -2.24
C -0.15 2.64 5.15
C 2.75 -3.80 -1.15
C 5.73 0.27 0.68
H 0.17 -3.84 -2.12
H 3.57 6.67 -0.49
C -3.34 3.24 1.03
C 2.44 -3.26 3.92
C 0.00 1.57 2.99
H 0.02 2.60 6.21
C -4.82 4.66 -0.21
C 0.21 1.55 4.36
P -0.63 3.08 0.59
C -3.74 5.20 -0.90
H -3.18 2.46 1.77
C 0.58 5.61 0.67
C -1.70 -2.87 -1.57
H 1.41 -6.91 -1.03
C 2.75 6.00 -0.28
C -4.62 3.68 0.75
H -1.61 5.18 -1.17
H 1.26 -3.70 -4.27
H 0.28 -3.07 -5.60
C -2.79 -2.17 -1.96
C -4.11 -2.98 0.04
C 4.45 -0.23 0.91
C 1.88 -3.13 -0.30
C -5.22 -2.66 -2.20
Zr -0.69 -0.14 -0.97
H -3.87 -4.03 -0.14
H 3.68 4.32 -1.25
H -1.42 -1.17 -5.05
C 1.53 -5.86 -0.83
H 1.08 -3.02 5.56
C 1.77 3.81 -0.45
C -2.25 3.79 0.35
C 0.83 -3.85 0.28
H -5.42 -1.94 -2.99
H -3.39 -2.58 0.77
O -0.75 -0.22 1.21
H -3.90 5.96 -1.65
O -2.68 0.54 -0.95
C 4.28 -0.84 -1.41
C 0.67 -2.85 -4.61
S 1.23 0.07 -2.32
S 0.55 0.29 1.87
H 3.56 -3.38 2.09
H 3.26 -5.66 -2.08
H -6.14 -2.81 -1.65
H -5.46 3.25 1.27
H -1.35 4.66 2.74
H 1.80 2.79 -0.80
C -0.56 -3.12 -2.45
C 1.39 -2.64 4.59
H 2.95 -4.10 4.37
C -2.46 4.77 -0.62
C -1.41 -1.52 -4.03
C -0.53 2.72 2.38
O -4.26 1.15 -2.88
C 0.65 4.28 0.25
H -4.34 -1.13 -1.00
C 0.66 -5.20 0.03
P 2.02 -1.37 0.20
H -1.04 4.59 5.17
Cl -3.24 1.71 -1.91
C 5.56 -0.36 -1.63
C 2.14 -1.77 2.05
C 2.80 -2.84 2.65
H 7.28 0.58 -0.76
H 0.69 0.71 4.83
H 1.32 -1.98 -4.70
H 0.14 -3.35 0.96
C -2.66 -1.37 -3.21
H 5.99 -0.41 -2.62
C 1.18 -1.09 2.80
C -4.12 -2.17 -1.25
C 0.75 -1.55 4.04
H 6.28 0.71 1.50
H -4.94 -3.62 -2.66
H 1.58 7.50 0.72
H -0.09 -1.10 4.55
C -0.91 3.78 3.19
C 2.82 4.68 -0.71
C 3.72 -0.80 -0.13
C 1.64 6.46 0.40
O -1.56 -0.43 -3.11
H -5.82 4.99 -0.44
H -5.09 -2.94 0.51
H 4.04 -0.18 1.91
C 6.29 0.20 -0.58
C 2.57 -5.15 -1.42
C -0.44 -2.55 -3.65
```

Atom charges from the Mulliken analysis, given in e for atoms 1 to 4:
1. H 0.44
2. H 0.34
3. H 0.36
4. O 0.97

---

Formula: C9H17FNO3
Source: the Open Molecules 2025 dataset
Level of theory: ωB97M-V with the def2-TZVPD basis set

Properties
Kohn-Sham gap in eV: 7.8
E_LUMO in Eh: 0.12578
Energy above the lowest of the compared OMol25 structures with the same formula, charge and spin in kcal/mol: 0.0
Net charge: -1
SMILES: CCCCO[C@@](N)(CCCF)C(=O)[O-]

Structure (XYZ):
```
31
C9H17FNO3, DFT ωB97M-V with the def2-TZVPD basis set
C -4.08 0.70 0.06
O 1.21 1.99 0.59
H 1.64 -2.44 0.50
O 3.11 1.02 -0.11
H -0.29 0.53 -0.46
H -2.34 1.40 -0.99
F 1.60 -0.72 -3.64
H 0.34 -1.42 -1.48
H -4.01 -0.12 0.78
H -1.14 1.93 1.43
H 1.69 -2.46 -1.85
H 1.70 0.57 -2.08
C -1.71 1.09 1.04
H 2.54 -1.56 2.31
H -1.38 -0.76 0.05
H -4.93 1.32 0.34
C 2.00 1.04 0.45
C -0.77 0.09 0.41
H -3.01 2.58 0.11
H -2.23 0.56 1.85
C 1.54 -0.36 0.98
C -2.77 1.52 0.01
N 2.27 -0.58 2.25
H 1.62 -0.41 3.00
H 3.12 -0.47 -2.32
C 1.43 -1.49 -1.40
O 0.16 -0.40 1.36
H 3.03 -1.46 0.00
H -4.31 0.26 -0.91
C 2.03 -0.44 -2.31
C 1.94 -1.50 0.04
```

Atom charges from the Mulliken analysis, given in e for atoms 1 to 4:
1. C -1.16
2. O -0.68
3. H 0.41
4. O -0.72

---

Formula: C18H34N4O2
Source: the Open Molecules 2025 dataset
Level of theory: ωB97M-V with the def2-TZVPD basis set

Properties
Kohn-Sham gap in eV: 10.0
E_LUMO in Eh: 0.03207
Energy above the lowest of the compared OMol25 structures with the same formula, charge and spin in kcal/mol: 12.1
SMILES: CCC(/C=N/NC(=O)CCCCC(=O)N/N=C/C(CC)CC)CC

Structure (XYZ):
```
58
C18H34N4O2, DFT ωB97M-V with the def2-TZVPD basis set
C 0.25 -2.07 -3.99
C -1.28 -2.15 -3.92
H -0.20 -1.33 2.38
N 1.77 0.29 0.14
O 1.04 -2.16 -1.28
H 2.82 1.73 1.91
H -0.36 -1.25 4.13
C 0.35 -1.34 3.31
O -2.04 0.12 -2.40
H -3.87 0.60 2.21
C -0.41 2.81 1.13
C -2.03 1.18 0.23
H -1.44 -1.89 -0.05
C -0.19 3.53 -0.20
C 1.35 -0.19 3.35
C -2.08 1.72 2.69
N -1.65 0.00 0.48
H 5.29 1.60 1.60
C -1.83 2.25 1.27
C 1.05 -1.06 -1.80
H 0.86 -2.30 3.40
H -4.18 2.24 2.77
C -3.55 1.37 2.91
H -2.84 -2.65 -2.51
H 3.62 1.16 3.38
H 0.18 0.03 -3.44
C 1.95 -0.64 0.97
H 1.80 -0.60 -3.72
H -0.87 4.38 -0.28
H 3.10 -1.21 2.64
H -1.47 0.83 2.84
C -1.81 -2.27 -2.49
H -1.71 -1.25 -4.37
H 0.54 -2.06 -5.04
C -1.86 -0.92 -1.80
H 4.46 0.46 0.53
H -2.44 1.50 -0.72
H -1.61 -3.01 -4.50
H 1.79 -0.12 4.35
H -0.38 2.86 -1.03
C 3.38 0.90 2.34
H -1.78 2.48 3.41
H 0.68 -2.96 -3.52
H 0.83 0.75 3.14
H 1.26 0.97 -1.64
N -1.72 -1.00 -0.44
C 0.83 -0.83 -3.29
H 0.30 1.98 1.20
H 1.74 -1.69 0.76
H 0.83 3.90 -0.26
C 2.50 -0.35 2.33
H -0.21 3.50 1.95
H -2.54 3.06 1.06
N 1.32 0.09 -1.13
H -1.20 -2.97 -1.92
C 4.68 0.70 1.57
H -3.70 1.00 3.92
H 5.26 -0.12 2.00
```

Atom charges from the Mulliken analysis, given in e for atoms 1 to 4:
1. C -0.81
2. C -0.80
3. H 0.12
4. N -0.60